[1]
A molecular structure, C8H9FeOS5 in a non-equilibrium geometry. Source: OMol25; level of theory: wB97M-V/def2-TZVPD.

```
24
Properties=species:S:1:pos:R:3
Fe -0.015 0.345 0.511
S 2.151 -0.727 0.223
S 4.530 -0.656 2.035
S 5.983 -0.010 4.542
S 0.446 0.510 2.821
S 3.028 0.350 4.316
O -0.426 3.224 0.043
C 0.073 2.178 0.040
C -2.294 -0.384 -1.680
C 4.589 -0.092 3.679
C 2.116 0.119 2.828
C -2.037 0.098 -0.265
C 2.818 -0.374 1.762
C -1.579 -1.713 -1.933
C -1.815 0.660 -2.692
H -2.027 -2.518 -1.354
H -0.747 0.836 -2.541
H -0.530 -1.623 -1.638
H -2.359 -0.651 0.476
H -3.378 -0.540 -1.837
H -1.624 -1.989 -2.985
H -2.569 1.038 -0.083
H -1.983 0.322 -3.716
H -2.350 1.598 -2.553
```

relative energy (zero: lowest compared OMol25 entry of this formula, charge and spin)	43.17	kJ/mol
multiplicity	5
⟨S²⟩	6.046
electronic energy	-3640.195633	Eh
net charge	-1
HOMO level (spin up / spin down)	-3.77 / -3.96	eV

List of Löwdin charges in e, atom by atom:
1 Fe 0.2558
2 S 0.4737
3 S 0.8580
4 S 0.4458
5 S 0.5068
6 S 0.8578
7 O 0.0751
8 C -0.1533
9 C -0.5473
10 C -1.5304
11 C -1.1767
12 C -0.2439
13 C -1.1908
14 C -0.1042
15 C -0.1075
16 H 0.0704
17 H 0.0663
18 H 0.0567
19 H 0.0354
20 H 0.1191
21 H 0.0651
22 H 0.0334
23 H 0.0653
24 H 0.0693

***

[2]
A molecular structure, C24H48B3F12Li2O6 in a non-equilibrium geometry. Source: OMol25; level of theory: wB97M-V/def2-TZVPD.

```
95
Properties=species:S:1:pos:R:3
F 0.014 -0.423 4.459
F 0.869 -2.509 4.901
F -0.694 0.471 -5.442
F -0.196 -1.198 1.133
F 2.056 -0.630 5.472
F 1.069 0.621 0.604
F -0.785 0.126 -0.607
F 1.766 -1.148 3.227
F -0.157 1.739 -3.622
F -1.712 0.036 -3.411
F 1.104 -1.244 -0.778
F 0.523 -0.402 -3.637
O -1.200 1.479 2.971
O 2.006 1.799 3.343
O 5.814 -1.443 -4.560
O -0.475 -3.132 -2.115
O -2.770 -1.712 -1.129
O -2.982 4.664 -0.423
C -1.933 5.619 -0.207
C -3.567 1.237 3.343
C 4.072 2.884 2.930
C -0.734 -3.698 -3.412
C 5.400 -1.392 -3.179
C -0.694 4.819 0.176
C 4.948 -2.222 -5.376
C -3.106 2.652 3.667
C -2.320 0.647 2.660
C 3.333 1.542 2.840
C 0.267 -4.799 -3.574
C -4.691 -0.965 -0.017
C -1.598 2.539 3.858
C -3.020 -2.600 -0.049
C -2.494 3.343 -0.233
C 3.708 -2.402 -4.510
C 0.266 -4.063 -1.287
C 3.114 3.783 3.713
C 4.237 -2.388 -3.106
C -0.974 3.458 -0.428
C 2.099 2.809 4.325
C -4.524 -2.457 0.189
C -3.803 -0.734 -1.258
C 0.468 -5.309 -2.171
B -0.534 0.448 -4.058
B 0.327 -0.469 0.055
B 1.162 -1.211 4.549
Li 0.797 0.430 2.621
Li -0.886 -1.246 -2.126
H 1.200 -3.597 -0.997
H 5.316 -3.236 -5.566
H -2.245 6.240 0.636
H -0.408 -4.348 -0.482
H 4.633 -3.395 -2.909
H -0.343 2.630 -0.114
H -2.696 2.968 0.774
H -2.867 2.692 -1.023
H -1.742 -4.140 -3.386
H -2.455 -2.312 0.848
H 6.220 -1.693 -2.530
H 5.033 -0.402 -2.903
H -0.771 3.513 -1.505
H -0.763 -2.915 -4.169
H 3.179 1.204 1.815
H 2.959 -1.606 -4.576
H -1.364 2.174 4.866
H 5.017 2.716 3.452
H 3.556 4.429 4.481
H 0.262 5.243 -0.133
H -4.367 -0.395 0.856
H -3.582 3.056 4.564
H 2.449 2.364 5.260
H 3.764 0.710 3.399
H -3.360 0.258 -1.237
H -3.733 0.640 4.241
H 4.289 3.281 1.942
H -4.391 -1.006 -2.136
H -2.654 -3.607 -0.265
H -4.723 -2.721 1.233
H -3.259 3.359 2.849
H -2.346 0.597 1.567
H 1.142 3.318 4.428
H 2.708 4.545 3.042
H -5.128 -3.061 -0.486
H 3.154 -3.338 -4.625
H 1.434 -5.805 -2.060
H -1.736 6.205 -1.105
H -0.242 -6.101 -1.914
H -1.060 3.429 3.539
H -2.133 -0.378 2.993
H 4.648 -1.718 -6.293
H -4.442 1.092 2.711
H -0.641 4.691 1.266
H -5.737 -0.676 -0.142
H 1.218 -4.390 -3.932
H -0.028 -5.607 -4.245
H 3.465 -2.254 -2.349
```

multiplicity	1
electronic energy	-2683.656903	Eh
net charge	-1
HOMO level	-7.39	eV

List of Löwdin charges in e, atom by atom:
1 F 0.1061
2 F 0.1437
3 F 0.1191
4 F 0.1248
5 F 0.0979
6 F 0.0717
7 F 0.0853
8 F 0.0262
9 F 0.0940
10 F 0.0815
11 F 0.1603
12 F 0.0755
13 O -0.1974
14 O -0.2280
15 O -0.1419
16 O -0.2353
17 O -0.2059
18 O -0.1371
19 C -0.1970
20 C -0.1372
21 C -0.1423
22 C -0.1761
23 C -0.1720
24 C -0.1746
25 C -0.1991
26 C -0.1601
27 C -0.2019
28 C -0.1631
29 C -0.1683
30 C -0.1559
31 C -0.1770
32 C -0.1864
33 C -0.1835
34 C -0.1914
35 C -0.1322
36 C -0.1574
37 C -0.1803
38 C -0.1481
39 C -0.1746
40 C -0.1574
41 C -0.1606
42 C -0.1592
43 B -1.2440
44 B -1.2531
45 B -1.2360
46 Li 0.6807
47 Li 0.6774
48 H 0.1182
49 H 0.1134
50 H 0.1091
51 H 0.1164
52 H 0.1104
53 H 0.1033
54 H 0.0960
55 H 0.1165
56 H 0.1282
57 H 0.1198
58 H 0.1101
59 H 0.1183
60 H 0.1186
61 H 0.1292
62 H 0.1167
63 H 0.1165
64 H 0.1297
65 H 0.1073
66 H 0.1069
67 H 0.1106
68 H 0.0888
69 H 0.1106
70 H 0.1341
71 H 0.1254
72 H 0.1067
73 H 0.1127
74 H 0.1070
75 H 0.1273
76 H 0.1150
77 H 0.1144
78 H 0.1006
79 H 0.1038
80 H 0.1102
81 H 0.1060
82 H 0.1129
83 H 0.0962
84 H 0.1121
85 H 0.1142
86 H 0.1095
87 H 0.1100
88 H 0.1185
89 H 0.1161
90 H 0.1007
91 H 0.0987
92 H 0.1125
93 H 0.1027
94 H 0.1182
95 H 0.1101

***

[3]
A single C29H34N6O5 molecule in a non-equilibrium geometry. Source: OMol25; level of theory: wB97M-V/def2-TZVPD.

```
74
Properties=species:S:1:pos:R:3
O 4.857 -3.581 0.230
O 0.595 -2.167 0.334
O -5.084 -0.235 -0.878
O -2.970 -1.838 -2.007
O 3.394 3.348 -0.668
N -1.481 -1.544 1.075
N 0.827 4.150 0.364
N 4.151 1.582 0.527
N -2.002 0.726 1.468
N -0.510 2.400 0.932
N 5.078 -0.821 -0.404
C 3.167 2.355 0.001
C -3.646 -0.909 1.919
C 1.504 0.573 0.396
C 3.955 -2.966 -0.663
C 1.798 1.896 0.361
C -3.636 1.574 -0.884
C -4.562 0.171 2.385
C 0.740 2.893 0.538
C -3.136 -3.205 1.393
C -2.796 -0.488 -1.803
C -1.611 3.344 0.937
C -1.618 0.180 -2.110
C 6.017 -1.469 0.497
C -2.335 -0.541 1.482
C -1.432 1.508 -1.769
C 5.612 0.393 -1.003
C 5.485 1.567 -0.020
C -0.781 1.084 1.048
C -2.426 2.211 -1.106
C -2.136 3.551 -0.500
C -5.573 -1.434 -1.434
C -0.133 -1.252 0.686
C 0.203 0.129 0.736
C -4.026 -2.218 1.862
C 5.320 -2.650 1.175
C -1.886 -2.842 1.020
C 4.609 -1.786 -1.385
C -3.848 0.243 -1.223
C -1.906 -2.577 -2.557
H 6.016 -3.186 1.823
H 6.905 -1.837 -0.048
H -2.396 2.930 1.569
H -0.809 -0.348 -2.588
H 3.872 -1.305 -2.032
H -1.008 -2.528 -1.933
H -5.336 -0.233 3.032
H -5.035 0.631 1.519
H -1.368 4.074 -1.071
H 3.061 -2.624 -0.122
H 4.476 -2.275 1.776
H -6.631 -1.461 -1.168
H -3.439 -4.237 1.336
H 6.206 1.479 0.797
H -2.261 -3.606 -2.595
H 6.660 0.278 -1.323
H 3.885 0.710 0.959
H -3.033 4.168 -0.455
H -4.447 2.098 -0.403
H 5.647 2.513 -0.541
H 1.748 4.455 0.066
H 5.439 -2.161 -2.010
H 5.008 0.623 -1.884
H 6.344 -0.756 1.256
H -5.473 -1.445 -2.521
H -3.999 0.939 2.907
H -0.489 1.983 -1.994
H -5.070 -2.309 -1.016
H -5.020 -2.503 2.172
H 3.664 -3.735 -1.380
H -1.234 4.288 1.329
H -1.131 -3.530 0.668
H 2.230 -0.188 0.140
H -1.664 -2.243 -3.571
```

relative energy (zero: lowest compared OMol25 entry of this formula, charge and spin)	0.00	kJ/mol
SMILES	[H]/N=c1\c(C(=O)NCCN2CCOCC2)cc2c(=O)n3cccc(C)c3nc2n1CCc1ccc(OC)c(OC)c1
multiplicity	1
electronic energy	-1830.253339	Eh
HOMO level	-7.79	eV

List of Löwdin charges in e, atom by atom:
1 O -0.1287
2 O 0.0476
3 O -0.0871
4 O -0.1185
5 O 0.0573
6 N 0.1206
7 N 0.1727
8 N 0.0671
9 N 0.1957
10 N 0.0383
11 N -0.1919
12 C -0.4433
13 C -0.1809
14 C 0.0629
15 C -0.1869
16 C -0.0418
17 C 0.0337
18 C -0.0239
19 C -0.3095
20 C -0.0424
21 C -0.1976
22 C -0.1225
23 C -0.0045
24 C -0.1639
25 C -0.1936
26 C -0.0381
27 C -0.1695
28 C -0.1556
29 C -0.2062
30 C -0.2359
31 C -0.1046
32 C -0.0701
33 C -0.3595
34 C -0.0655
35 C -0.0120
36 C -0.1968
37 C -0.0327
38 C -0.1652
39 C -0.2028
40 C -0.0735
41 H 0.1256
42 H 0.1313
43 H 0.1144
44 H 0.1119
45 H 0.1237
46 H 0.0829
47 H 0.0841
48 H 0.0743
49 H 0.1080
50 H 0.1034
51 H 0.1268
52 H 0.0950
53 H 0.1090
54 H 0.1117
55 H 0.0985
56 H 0.1251
57 H 0.1160
58 H 0.1181
59 H 0.1312
60 H 0.1202
61 H 0.0498
62 H 0.1303
63 H 0.1240
64 H 0.1194
65 H 0.1001
66 H 0.0792
67 H 0.1242
68 H 0.0810
69 H 0.1222
70 H 0.1275
71 H 0.1137
72 H 0.1309
73 H 0.1162
74 H 0.0990

***

[4]
13 unconnected molecules or ions with the total composition C29H57BIN12O29PS in a non-equilibrium geometry. Source: OMol25; level of theory: wB97M-V/def2-TZVPD.

```
131
Properties=species:S:1:pos:R:3
I 2.868 5.716 -0.337
S 0.617 2.173 5.769
P -0.516 5.902 1.363
O 8.325 0.912 5.679
O -1.228 6.339 2.917
O -6.648 3.279 1.883
O -0.193 0.813 -1.062
O 5.859 0.896 -7.710
O 7.547 -0.480 4.159
O -5.207 -2.593 -2.869
O 4.762 -5.496 0.068
O -6.616 1.385 3.007
O 2.082 -0.332 -4.112
O -3.161 4.873 -3.480
O -7.905 -0.626 0.702
O 5.092 -0.347 -6.061
O 2.197 -1.405 6.542
O 2.097 7.313 5.609
O -2.945 3.859 -1.536
O -1.573 6.562 0.146
O -1.549 3.368 3.555
O -6.163 -1.301 -8.085
O 0.107 -1.162 -4.627
O -6.685 -3.833 -3.931
O 3.284 -6.737 -0.995
O -2.520 -3.418 -0.389
O -4.706 -0.551 -6.613
O -0.654 -9.146 -1.407
O 0.830 -9.717 -2.932
O 2.129 5.419 6.733
O -1.037 -3.990 -1.915
O -6.623 -2.000 -0.449
N -7.187 2.370 2.524
N -6.816 -0.998 0.250
N 4.065 -6.509 -0.063
N -5.905 -3.605 -3.000
N 0.059 -8.916 -2.391
N 7.962 0.623 4.532
N 1.340 -1.221 -4.545
N 5.066 0.648 -6.794
N 1.558 6.403 6.250
N -5.750 -1.131 -6.932
N -1.807 -3.188 -1.373
N -3.114 3.868 -2.761
C 2.549 4.125 -3.069
C 0.010 3.249 -0.004
C 8.033 1.706 3.514
C 1.085 1.253 4.183
C -5.625 -0.166 0.573
C 0.426 1.776 2.776
C 0.321 4.028 -1.430
C 0.089 6.497 6.462
C 4.178 -7.544 0.999
C 1.989 4.102 -1.529
C 0.168 1.583 -0.019
C 2.106 -0.028 4.116
C 2.504 -0.861 2.731
C -5.792 -4.641 -1.937
C 4.466 -0.122 5.643
C 4.655 1.201 6.608
C 3.983 1.641 -6.557
C -0.596 3.093 2.646
C -1.888 -1.822 -1.956
C -6.584 -1.671 -5.824
C -3.276 2.552 -3.436
C 1.983 -2.479 -5.011
C 3.336 -3.053 1.305
C -0.022 -7.549 -2.973
C 3.511 -2.160 2.705
C 1.846 -0.338 1.324
C -8.656 2.464 2.736
C -0.358 4.001 1.262
C 0.840 0.956 1.378
B 2.862 -0.592 5.504
H -9.024 3.375 2.260
H -4.255 2.549 -3.921
H -0.367 5.614 6.010
H 2.973 5.205 -3.308
H -4.919 -0.798 1.115
H 3.064 -2.393 -4.881
H -5.976 -2.394 -5.277
H 1.821 -0.800 7.264
H 3.313 -2.915 3.584
H 3.788 -2.411 0.406
H 3.502 3.407 -3.087
H -2.233 6.217 2.809
H 3.394 1.711 -7.474
H 1.544 3.219 5.906
H 1.586 -3.296 -4.405
H -2.373 5.968 0.019
H 5.170 -1.005 5.954
H 5.808 1.350 6.821
H 3.512 -8.375 0.756
H -1.591 -1.114 -1.179
H 2.174 -3.140 1.116
H 0.275 -6.842 -2.196
H -1.211 -1.761 -2.811
H 3.887 -7.080 1.944
H 0.655 -7.489 -3.829
H 1.730 -2.608 -6.065
H -9.112 1.581 2.284
H 7.685 1.313 2.556
H 4.128 1.075 7.649
H -5.940 0.678 1.190
H -6.870 -0.831 -5.188
H 2.370 3.078 -1.050
H -5.201 0.184 -0.371
H 3.879 -4.083 1.434
H -8.833 2.494 3.814
H -0.088 6.527 7.540
H 4.457 2.594 -6.315
H -2.921 -1.657 -2.269
H -0.279 7.409 5.986
H -0.036 5.143 -1.415
H 5.218 -7.878 1.025
H 9.075 2.025 3.444
H -4.752 -4.974 -1.912
H 4.834 0.217 4.559
H -3.214 1.761 -2.686
H 4.277 2.184 6.071
H -6.083 -4.177 -0.993
H -6.458 -5.471 -2.181
H -1.055 -7.385 -3.287
H -2.471 2.455 -4.167
H -0.035 3.426 -2.384
H 1.737 3.755 -3.826
H 7.390 2.520 3.853
H -7.467 -2.152 -6.249
H 3.364 1.296 -5.727
H 4.617 -1.717 2.791
H 2.055 -0.805 0.257
```

relative energy (zero: lowest compared OMol25 entry of this formula, charge and spin)	1337.51	kJ/mol
multiplicity	1
electronic energy	-5038.688505	Eh
HOMO level	-8.59	eV

Löwdin population analysis, charges in e, atoms 1 to 99:
1 I 0.7468
2 S 0.7018
3 P 0.9034
4 O 0.0441
5 O -0.3546
6 O 0.0593
7 O -0.0572
8 O 0.0530
9 O 0.0366
10 O 0.0365
11 O 0.0228
12 O 0.0318
13 O 0.0435
14 O 0.0610
15 O 0.0587
16 O 0.0450
17 O 0.0100
18 O 0.0641
19 O 0.0324
20 O -0.3368
21 O -0.0617
22 O 0.0508
23 O 0.0363
24 O 0.0415
25 O 0.0509
26 O 0.0428
27 O 0.0349
28 O 0.0453
29 O 0.0486
30 O 0.0137
31 O 0.0345
32 O 0.0322
33 N -0.4161
34 N -0.3947
35 N -0.4138
36 N -0.3888
37 N -0.4264
38 N -0.4211
39 N -0.4073
40 N -0.4234
41 N -0.4155
42 N -0.4258
43 N -0.4133
44 N -0.4156
45 C -0.1864
46 C -0.0990
47 C 0.0377
48 C -0.3927
49 C 0.0574
50 C -0.0170
51 C -0.1941
52 C 0.0418
53 C 0.0435
54 C -0.7553
55 C -0.1600
56 C 0.0075
57 C -0.0767
58 C 0.0513
59 C -0.1801
60 C -0.1264
61 C 0.0386
62 C -0.2010
63 C 0.0443
64 C 0.0246
65 C 0.0467
66 C 0.0496
67 C -0.1302
68 C 0.0338
69 C -0.2033
70 C 0.0490
71 C 0.0458
72 C -0.2076
73 C -0.0134
74 B -0.3668
75 H 0.0979
76 H 0.1038
77 H 0.0926
78 H 0.0631
79 H 0.1137
80 H 0.0952
81 H 0.0592
82 H 0.1237
83 H 0.1238
84 H 0.0935
85 H 0.0909
86 H 0.0764
87 H 0.1035
88 H -0.1281
89 H 0.1006
90 H 0.0583
91 H 0.1140
92 H 0.0723
93 H 0.0984
94 H 0.0802
95 H 0.0883
96 H 0.0928
97 H 0.0699
98 H 0.1015
99 H 0.0958

***

[5]
2 unconnected molecules or ions with the total composition C4H10N2O2 in a non-equilibrium geometry. Source: OMol25; level of theory: wB97M-V/def2-TZVPD.

```
18
Properties=species:S:1:pos:R:3
O -1.375 0.741 -1.662
O -2.766 0.459 0.097
N 3.172 0.037 0.339
N -0.751 -0.853 1.613
C 1.808 0.445 0.471
C 0.817 -0.475 -0.283
C -0.570 -0.405 0.245
C -1.614 0.232 -0.364
H 5.200 -1.522 -1.549
H 1.510 0.449 1.515
H 5.339 -1.232 -0.862
H 0.803 -0.237 -1.351
H 1.658 1.479 0.117
H -2.216 1.200 -1.822
H 1.213 -1.501 -0.217
H -0.954 -1.846 1.617
H -1.553 -0.363 1.997
H 3.628 0.612 -0.383
```

relative energy (zero: lowest compared OMol25 entry of this formula, charge and spin)	232.24	kJ/mol
multiplicity	2
⟨S²⟩	0.757
electronic energy	-418.331777	Eh
net charge	-1
HOMO level (spin up / spin down)	-2.15 / -2.08	eV

List of Löwdin charges in e, atom by atom:
1 O -0.0261
2 O -0.1094
3 N 0.0316
4 N 0.0283
5 C -0.3556
6 C -0.1928
7 C -0.3477
8 C -0.5842
9 H 0.0060
10 H 0.0852
11 H -0.0038
12 H 0.0962
13 H 0.1014
14 H 0.0752
15 H 0.0946
16 H 0.0489
17 H 0.0509
18 H 0.0013